ORCA calculation (wB97M-V/def2-TZVPD) on C4H8O3 in the gas phase at a distorted geometry.

Summary:
Energy relative to the best compared isomer or geometry (same formula, charge and spin) = 72.0 kcal/mol
SMILES string = OCC1(CO)CO1
M = 104.1 u
Gap between HOMO and LUMO = 11.2 eV

Each line ends with the natural charge from an NBO analysis.
Positions of all 15 atoms, in Å:
O 2.47 -0.42 -0.20  -0.704
O -2.37 0.07 -0.52  -0.708
O 0.19 0.25 -1.15  -0.538
C 1.32 -0.65 0.60  -0.060
C -1.51 -0.41 0.49  -0.075
C -0.04 0.09 0.26  0.140
C 0.09 1.41 -0.33  -0.120
H 1.00 1.97 -0.15  0.193
H -0.78 1.98 -0.61  0.204
H 2.29 -0.66 -1.12  0.481
H -1.86 -0.03 -1.34  0.480
H -1.95 -0.06 1.43  0.192
H 1.61 -0.32 1.58  0.183
H 1.07 -1.72 0.56  0.168
H -1.51 -1.51 0.51  0.165



ORCA calculation (wB97M-V/def2-TZVPD) on 2 unconnected molecules or ions with the total composition C4H8O3.

Summary:
Energy relative to the best compared isomer or geometry (same formula, charge and spin) = 85.7 kcal/mol
SMILES string = O=C[C@@]1(CO)CO1.[H][H]
M = 104.1 u
Gap between HOMO and LUMO = 10.8 eV

Each line ends with the natural charge from an NBO analysis.
Positions of all 15 atoms, in Å:
O 0.20 0.34 -1.33  -0.473
O -2.30 -0.04 -0.34  -0.705
O 2.40 0.28 0.50  -0.506
C 0.05 0.27 0.09  0.041
C 1.30 -0.05 0.86  0.428
C 0.05 1.56 -0.62  -0.084
C -1.25 -0.38 0.52  -0.075
H 1.24 -2.29 -0.40  -0.023
H -1.52 -0.03 1.52  0.191
H -1.12 -1.47 0.58  0.171
H 0.97 2.14 -0.57  0.205
H 1.15 -0.59 1.82  0.124
H -0.89 2.08 -0.75  0.202
H -1.95 -0.15 -1.24  0.479
H 1.72 -1.77 -0.62  0.026



Please write out number 2 again, unchanged.
ORCA calculation (wB97M-V/def2-TZVPD) on 2 unconnected molecules or ions with the total composition C4H8O3.

Summary:
Energy relative to the best compared isomer or geometry (same formula, charge and spin) = 85.7 kcal/mol
SMILES string = O=C[C@@]1(CO)CO1.[H][H]
M = 104.1 u
Gap between HOMO and LUMO = 10.8 eV

Each line ends with the natural charge from an NBO analysis.
Positions of all 15 atoms, in Å:
O 0.20 0.34 -1.33  -0.473
O -2.30 -0.04 -0.34  -0.705
O 2.40 0.28 0.50  -0.506
C 0.05 0.27 0.09  0.041
C 1.30 -0.05 0.86  0.428
C 0.05 1.56 -0.62  -0.084
C -1.25 -0.38 0.52  -0.075
H 1.24 -2.29 -0.40  -0.023
H -1.52 -0.03 1.52  0.191
H -1.12 -1.47 0.58  0.171
H 0.97 2.14 -0.57  0.205
H 1.15 -0.59 1.82  0.124
H -0.89 2.08 -0.75  0.202
H -1.95 -0.15 -1.24  0.479
H 1.72 -1.77 -0.62  0.026



- M of number 1 (C4H8O3)?
  104.1 u



- gap between HOMO and LUMO of number 1 (C4H8O3)?
  11.2 eV